130
Properties=species:S:1:pos:R:3:forces:R:3:lowdin_charge:R:1 method="wB97M-V/def2-TZVPD" lumo_ev=3.58 total_charge=-2 e_tot_ev=-181872.6518 e_above_lowest_kcal_mol=0.0 homo_ev=-0.609
Rb -0.142 0.268 -1.373 -0.035 -0.876 0.529 0.828
O -0.065 2.939 -5.025 -0.032 0.013 0.015 -0.030
C 0.005 2.584 -3.838 0.019 0.067 0.024 -0.669
O 0.712 1.641 -3.373 0.005 0.115 -0.310 -0.220
C -0.768 3.460 -2.804 -0.034 0.005 -0.100 -0.102
C 0.074 3.806 -1.554 0.011 0.039 -0.081 -0.270
C -0.391 5.155 -0.990 0.056 -0.003 0.011 -0.106
C -1.772 4.765 -0.409 -0.014 -0.016 0.091 -0.110
C -1.787 3.243 -0.644 0.002 0.044 -0.182 -0.286
O -0.389 2.907 -0.532 -0.099 0.101 -0.149 -0.206
C -2.090 2.945 -2.122 -0.032 0.025 -0.047 -0.109
C -2.595 1.497 -2.392 0.010 0.044 0.053 -0.717
O -2.629 1.116 -3.577 0.097 0.120 -0.049 -0.020
O -2.940 0.831 -1.380 -0.165 0.141 -0.073 -0.163
H -0.994 4.377 -3.350 -0.012 -0.002 0.012 0.134
H 1.146 3.682 -1.692 -0.001 -0.011 0.032 0.152
H -0.439 5.931 -1.755 -0.006 -0.006 -0.004 0.106
H 0.286 5.486 -0.200 -0.006 -0.003 0.005 0.106
H -2.603 5.257 -0.919 0.000 0.006 0.008 0.106
H -1.833 4.986 0.657 0.010 0.000 -0.001 0.080
H -2.364 2.649 0.056 0.004 0.011 0.008 0.140
H -2.921 3.571 -2.463 0.012 0.004 -0.014 0.146
O 7.265 2.389 -0.188 -0.011 0.008 -0.018 -0.065
C 6.167 3.011 0.468 0.008 0.004 0.001 -0.210
C 4.886 2.293 0.150 0.009 0.005 0.004 -0.185
C 3.724 2.648 0.820 -0.022 0.010 -0.020 -0.004
C 2.552 1.974 0.528 -0.009 -0.092 0.101 -0.125
N 2.488 0.981 -0.355 -0.006 0.086 0.076 0.079
C 3.596 0.648 -1.005 -0.013 0.054 -0.008 -0.208
C 4.818 1.280 -0.791 0.003 -0.032 0.001 0.047
C 3.477 -0.454 -2.002 0.008 -0.040 0.024 -0.209
C 4.134 -0.365 -3.223 -0.007 0.030 0.042 0.045
C 4.014 -1.401 -4.136 0.014 0.009 -0.001 -0.201
C 4.653 -1.309 -5.499 0.002 -0.012 -0.009 -0.227
O 4.669 0.005 -6.025 0.001 0.012 0.031 -0.063
C 3.259 -2.502 -3.768 -0.040 -0.003 0.002 -0.025
C 2.629 -2.499 -2.533 0.013 0.079 -0.102 -0.145
N 2.712 -1.496 -1.666 0.005 -0.053 -0.029 0.126
H 8.067 2.842 0.081 0.006 -0.002 0.009 0.079
H 6.075 4.055 0.146 -0.008 0.003 0.016 0.124
H 6.309 3.004 1.554 0.008 -0.012 -0.001 0.126
H 3.721 3.421 1.580 0.011 0.001 -0.003 0.119
H 1.627 2.225 1.035 0.002 0.012 -0.001 0.068
H 5.704 0.960 -1.319 0.002 0.013 0.000 0.116
H 4.689 0.529 -3.476 0.002 -0.004 -0.012 0.127
H 4.142 -2.000 -6.180 -0.001 -0.002 0.006 0.110
H 5.699 -1.620 -5.442 0.002 0.006 -0.006 0.123
H 3.776 0.367 -5.945 -0.007 -0.012 -0.027 0.077
H 3.100 -3.328 -4.451 0.005 0.006 -0.009 0.110
H 1.996 -3.331 -2.248 0.001 -0.001 0.016 0.071
Cl -0.294 -2.977 -0.760 -0.035 -0.268 0.200 0.709
C -1.849 -3.746 -0.691 0.022 -0.091 -0.080 -0.630
C -2.006 -4.957 -1.346 0.011 0.027 -0.006 -0.109
C -3.235 -5.599 -1.315 -0.025 0.002 0.009 -0.100
C -4.297 -5.028 -0.628 0.015 -0.017 -0.023 -0.098
C -4.124 -3.818 0.027 0.034 0.059 -0.004 -0.080
C -2.898 -3.154 0.012 -0.200 -0.003 0.022 -0.374
P -2.599 -1.520 0.770 0.512 0.313 0.179 1.096
C -4.214 -1.041 1.490 -0.132 -0.141 -0.126 -0.358
C -4.641 -1.367 2.777 -0.025 0.001 -0.046 -0.098
C -5.854 -0.891 3.257 0.015 -0.020 0.002 -0.106
C -6.654 -0.089 2.453 -0.015 0.006 0.006 -0.112
C -6.232 0.245 1.173 0.003 0.003 -0.005 -0.086
C -5.015 -0.219 0.692 0.041 0.024 0.030 -0.081
C -1.674 -2.016 2.268 0.045 0.018 0.046 -0.396
C -0.833 -1.045 2.807 -0.004 0.000 -0.033 -0.101
C -0.096 -1.298 3.956 -0.056 0.043 0.100 -0.087
C -0.193 -2.532 4.585 0.014 0.013 0.014 -0.070
C -1.010 -3.515 4.041 -0.023 -0.026 -0.049 -0.086
C -1.743 -3.264 2.889 -0.029 -0.009 0.037 -0.107
H -1.168 -5.379 -1.883 0.001 0.000 -0.001 0.101
H -3.359 -6.542 -1.833 -0.005 0.001 -0.001 0.095
H -5.260 -5.523 -0.605 -0.002 0.003 0.003 0.094
H -4.951 -3.366 0.561 -0.010 -0.019 -0.009 0.100
H -4.014 -1.984 3.409 0.000 -0.003 0.011 0.097
H -6.172 -1.144 4.261 -0.005 0.000 0.000 0.093
H -7.599 0.285 2.829 0.000 0.003 0.003 0.090
H -6.842 0.888 0.549 -0.006 -0.002 0.003 0.098
H -4.641 0.086 -0.282 -0.017 -0.007 -0.005 0.081
H -0.717 -0.089 2.304 -0.031 0.013 0.017 0.092
H 0.600 -0.555 4.322 -0.100 0.000 0.033 0.079
H 0.416 -2.736 5.457 -0.030 0.011 0.006 0.097
H -1.063 -4.492 4.508 -0.005 -0.004 0.002 0.094
H -2.368 -4.043 2.466 -0.008 -0.004 -0.004 0.100
C -3.004 1.531 4.310 0.008 0.032 0.030 -0.255
As -1.484 2.685 4.626 -0.028 0.041 -0.058 0.610
C -0.488 1.869 6.069 -0.008 -0.036 -0.039 -0.252
C -2.269 4.254 5.460 0.026 -0.032 -0.041 -0.284
S -0.437 3.159 2.897 -0.044 -0.027 0.077 0.118
H -3.739 1.623 5.109 0.029 -0.002 0.019 0.033
H -2.654 0.503 4.244 0.021 -0.038 -0.042 0.014
H -3.446 1.817 3.356 -0.009 -0.017 0.002 0.037
H -0.944 2.131 7.024 -0.006 -0.006 -0.003 0.028
H 0.543 2.214 6.021 0.006 0.019 -0.002 -0.004
H -0.492 0.788 5.941 0.011 -0.029 -0.027 0.020
H -2.835 3.975 6.349 -0.002 -0.003 -0.002 0.023
H -2.918 4.735 4.731 -0.004 0.005 0.005 0.027
H -1.463 4.937 5.725 -0.002 -0.001 0.002 0.026
Cl 3.078 1.342 5.005 -0.007 -0.005 0.001 0.597
C 3.158 -0.391 5.349 0.007 0.028 -0.013 -0.621
C 3.359 -0.771 6.654 -0.012 -0.016 -0.011 -0.191
C 3.440 -2.118 7.013 0.002 0.023 -0.017 -0.182
C 3.314 -3.057 5.974 -0.004 -0.003 -0.019 -0.176
C 3.110 -2.681 4.671 0.037 -0.025 0.003 -0.105
C 3.014 -1.301 4.238 0.022 0.001 0.002 -0.420
C 2.747 -0.938 2.945 0.100 -0.021 0.135 -0.070
H 3.455 0.007 7.404 0.001 -0.014 0.013 0.079
H 3.603 -2.416 8.040 -0.004 0.001 -0.001 0.057
H 3.369 -4.118 6.201 0.005 0.005 0.017 0.081
H 3.005 -3.444 3.907 0.005 0.010 -0.008 0.096
H 2.530 -1.702 2.208 0.096 0.034 -0.063 0.041
H 2.584 0.096 2.679 0.081 0.003 -0.081 -0.007
C -1.295 0.025 -6.261 0.001 -0.014 -0.016 -0.043
C -0.180 -0.979 -5.966 -0.054 0.009 0.013 -0.621
C -0.428 -2.283 -6.724 0.015 -0.005 -0.011 -0.063
C 1.161 -0.380 -6.385 0.001 0.007 0.006 -0.040
N -0.023 -1.307 -4.528 -0.019 0.065 -0.148 -0.062
N -1.237 -1.568 -3.807 -0.223 0.324 0.052 0.002
H -1.306 0.253 -7.332 0.000 -0.004 0.000 0.080
H -1.143 0.955 -5.712 -0.004 0.004 -0.010 0.061
H -2.275 -0.373 -5.992 0.003 0.007 0.011 0.074
H -0.455 -2.102 -7.802 -0.009 0.004 0.000 0.073
H -1.388 -2.725 -6.442 0.005 -0.005 0.011 0.066
H 0.362 -3.005 -6.503 0.003 0.003 -0.007 0.071
H 1.176 -0.176 -7.458 -0.005 0.002 0.000 0.087
H 1.962 -1.085 -6.149 0.002 0.001 -0.002 0.060
H 1.318 0.562 -5.848 0.003 -0.002 0.004 0.081
H 0.367 -0.469 -4.097 0.032 0.024 0.006 0.053
H -1.740 -2.317 -4.266 0.189 -0.170 0.056 0.061
H -1.858 -0.749 -3.828 0.018 0.005 -0.036 0.034

129
Properties=species:S:1:pos:R:3:forces:R:3:mulliken_spin:R:1 method="wB97M-V/def2-TZVPD" lumo_ev="3.82 / 3.82" spin_multiplicity=2 total_charge=-2 e_tot_ev=-128380.3986 e_above_lowest_kcal_mol=37.9 homo_ev="-0.687 / -0.703"
Ti 0.215 0.854 0.530 0.223 0.415 -0.409 -0.016
C 1.320 6.317 4.589 0.052 0.032 -0.029 0.000
C 0.530 5.234 3.874 -0.043 0.074 -0.028 0.001
N 1.418 4.412 3.083 0.061 -0.060 -0.020 0.002
C 0.870 3.309 2.432 -0.203 -0.095 -0.022 0.003
S 1.885 2.384 1.387 0.340 0.142 0.038 0.010
N -0.354 2.983 2.658 0.189 -0.011 -0.027 0.002
N -0.712 1.815 2.007 -0.366 0.118 0.168 -0.003
C -1.977 1.386 2.392 0.159 -0.246 -0.027 0.012
C -2.805 2.183 3.344 -0.143 0.062 -0.034 -0.002
C -2.299 0.162 1.885 0.047 -0.018 0.088 0.007
C -3.440 -0.657 2.204 -0.135 0.043 0.007 -0.006
C -3.447 -1.973 1.893 -0.015 0.070 0.011 0.010
C -2.317 -2.546 1.223 0.118 0.062 -0.034 -0.002
C -1.327 -1.713 0.810 0.016 -0.131 -0.152 0.014
N -1.312 -0.371 1.035 0.010 0.064 0.076 -0.009
H 1.839 6.959 3.870 -0.014 -0.016 -0.006 0.000
H 2.074 5.875 5.244 -0.010 0.005 0.009 0.000
H 0.665 6.955 5.185 -0.012 -0.027 0.007 0.000
H -0.267 5.681 3.268 -0.023 0.017 -0.075 0.000
H 0.024 4.582 4.587 0.035 -0.011 0.045 0.000
H 2.036 4.921 2.468 0.001 0.083 0.038 0.000
H -2.303 2.305 4.307 0.008 -0.019 -0.001 -0.001
H -3.768 1.697 3.508 0.036 0.010 0.006 -0.001
H -2.989 3.192 2.963 0.007 -0.006 -0.020 0.001
H -4.269 -0.205 2.735 -0.016 -0.051 -0.018 0.002
H -4.295 -2.596 2.157 -0.024 0.019 0.014 0.001
H -2.256 -3.604 1.009 -0.002 -0.009 -0.005 0.000
H -0.476 -2.073 0.243 -0.051 -0.084 0.006 -0.015
C -2.597 -2.152 -4.164 -0.060 -0.102 -0.104 0.009
P -2.390 -2.519 -2.370 0.077 0.156 -0.013 0.007
C -3.979 -3.413 -2.087 -0.072 -0.001 -0.044 0.000
C -1.312 -4.019 -2.532 -0.157 -0.162 0.017 0.001
C 0.110 -3.711 -2.990 0.162 -0.038 -0.180 0.001
P 1.147 -2.938 -1.674 -0.113 0.092 0.208 0.001
C 1.667 -4.470 -0.786 0.030 -0.116 -0.049 0.000
C 2.664 -2.648 -2.667 0.105 -0.043 -0.048 0.000
H -2.734 -3.062 -4.760 -0.011 0.005 0.012 0.000
H -1.728 -1.607 -4.536 0.021 0.006 0.052 -0.003
H -3.463 -1.502 -4.305 0.029 -0.024 0.019 0.000
H -4.110 -4.262 -2.768 0.002 0.005 0.004 0.000
H -4.810 -2.719 -2.231 0.017 0.015 0.014 0.000
H -4.021 -3.766 -1.055 0.026 -0.003 -0.002 0.000
H -1.795 -4.710 -3.235 0.005 0.010 0.001 0.000
H -1.308 -4.526 -1.559 0.036 0.036 0.002 0.000
H 0.094 -3.010 -3.831 -0.017 0.020 0.040 0.000
H 0.603 -4.625 -3.348 -0.015 0.009 -0.004 0.000
H 2.110 -5.215 -1.457 0.003 -0.002 0.019 0.000
H 0.799 -4.912 -0.291 -0.010 0.005 -0.015 0.000
H 2.382 -4.209 -0.004 -0.008 0.025 -0.030 0.000
H 2.981 -3.550 -3.202 0.002 0.013 0.011 0.000
H 3.469 -2.325 -2.005 -0.010 -0.012 -0.006 0.000
H 2.475 -1.851 -3.387 -0.036 0.000 0.024 -0.001
O 0.240 -0.230 -2.869 0.018 0.046 -0.075 0.031
C 1.132 0.494 -2.429 0.113 -0.164 0.076 -0.001
O 1.390 0.741 -1.204 -0.400 0.007 0.229 -0.006
H 1.848 0.968 -3.128 -0.065 0.013 -0.072 0.003
C -5.196 0.923 -8.373 -0.016 -0.004 -0.087 0.001
C -4.584 0.997 -7.000 0.046 -0.009 0.046 -0.007
C -3.209 1.077 -6.827 0.016 -0.049 -0.017 0.017
C -2.624 1.163 -5.564 -0.136 0.064 -0.017 -0.083
C -1.129 1.290 -5.480 0.125 -0.016 -0.017 0.074
C -3.446 1.178 -4.430 -0.082 0.029 0.025 0.273
Te -2.534 1.385 -2.432 -0.056 -0.028 0.002 0.041
N -0.982 2.318 -0.984 0.283 -0.360 0.326 0.726
C -0.288 3.210 -1.675 0.201 0.366 0.093 -0.146
O -0.059 3.287 -2.900 -0.041 -0.250 0.023 0.000
C 0.257 4.384 -0.876 -0.041 0.043 0.005 0.067
C 1.578 4.783 -1.065 -0.017 -0.008 -0.036 0.002
C 2.056 5.934 -0.466 0.035 0.003 -0.006 0.004
C 1.204 6.729 0.296 -0.020 0.010 0.017 0.002
C -0.115 6.341 0.475 -0.030 -0.006 0.082 0.004
C -0.581 5.154 -0.082 0.009 -0.033 -0.045 0.007
C -3.622 3.203 -2.136 0.028 -0.028 -0.204 0.037
C -3.578 4.265 -3.050 -0.164 0.114 0.114 -0.012
C -2.791 4.261 -4.332 0.038 0.044 0.000 0.024
C -4.321 5.420 -2.777 0.053 -0.045 -0.035 0.000
C -5.095 5.555 -1.641 0.030 -0.022 -0.008 0.001
C -5.875 6.813 -1.369 -0.027 0.053 0.012 -0.001
C -5.122 4.492 -0.746 0.008 0.006 0.016 -0.002
C -4.404 3.324 -0.974 -0.042 0.090 -0.061 -0.040
C -4.485 2.230 0.045 -0.030 -0.119 0.158 0.057
C -4.835 1.060 -4.583 0.030 0.016 -0.149 -0.030
C -5.786 1.013 -3.417 -0.048 -0.042 0.060 0.005
C -5.380 0.979 -5.865 -0.042 -0.028 0.025 0.012
H -4.425 0.877 -9.144 0.005 -0.004 0.014 0.000
H -5.820 1.796 -8.581 0.005 0.003 0.024 0.000
H -5.830 0.039 -8.483 0.007 0.000 0.022 0.000
H -2.564 1.074 -7.702 -0.006 0.000 -0.002 -0.002
H -0.674 0.983 -6.425 0.003 0.041 -0.003 0.000
H -0.690 0.696 -4.677 -0.052 -0.054 0.005 -0.014
H -0.832 2.321 -5.267 0.005 -0.059 -0.016 -0.008
H 2.219 4.169 -1.686 -0.011 0.006 0.010 0.001
H 3.094 6.220 -0.598 -0.005 0.010 -0.001 0.000
H 1.569 7.646 0.747 -0.006 0.000 -0.009 0.000
H -0.787 6.965 1.054 -0.006 -0.021 0.041 0.001
H -1.602 4.824 0.075 -0.003 0.015 0.000 0.001
H -1.855 3.718 -4.224 0.001 -0.010 0.069 0.001
H -2.554 5.290 -4.612 0.007 -0.028 -0.005 0.000
H -3.371 3.815 -5.144 0.001 -0.048 -0.002 0.000
H -4.271 6.241 -3.487 -0.008 0.002 0.013 0.000
H -5.725 7.546 -2.163 0.004 -0.009 0.002 0.000
H -5.568 7.274 -0.427 0.006 -0.010 -0.004 0.000
H -6.947 6.613 -1.297 0.010 -0.019 0.000 0.000
H -5.714 4.571 0.161 0.003 0.003 -0.005 0.000
H -5.153 2.515 0.861 0.007 -0.006 -0.006 0.001
H -3.506 2.012 0.471 0.059 0.007 0.004 -0.022
H -4.842 1.293 -0.387 -0.006 0.023 -0.021 0.001
H -5.342 0.511 -2.556 0.043 -0.003 -0.012 -0.002
H -6.696 0.476 -3.697 -0.008 0.045 0.009 0.000
H -6.069 2.017 -3.090 0.044 0.027 0.011 0.001
H -6.459 0.887 -5.971 0.004 0.008 -0.007 0.004
C 1.122 -2.782 5.039 0.054 -0.032 0.011 -0.001
C 0.271 -1.709 4.698 -0.037 0.043 -0.035 0.004
C 0.452 -1.029 3.526 -0.032 -0.023 -0.024 -0.033
C 1.483 -1.370 2.609 0.071 0.129 -0.009 -0.003
C 1.645 -0.668 1.363 -0.142 0.030 -0.184 -0.024
C 2.771 -1.001 0.634 -0.062 -0.074 0.009 -0.004
C 3.688 -1.997 1.032 0.010 -0.018 0.056 -0.002
C 3.486 -2.715 2.177 0.044 0.050 -0.050 -0.002
C 2.373 -2.410 2.996 0.014 -0.061 0.049 0.013
C 2.155 -3.114 4.210 -0.039 0.018 -0.002 0.003
H 0.963 -3.328 5.963 0.006 -0.004 0.000 0.001
H -0.533 -1.421 5.366 0.002 -0.005 0.004 0.000
H -0.190 -0.196 3.277 -0.036 0.012 -0.006 0.001
H 2.956 -0.492 -0.303 0.018 0.019 0.010 -0.001
H 4.550 -2.207 0.404 0.012 -0.015 0.015 -0.001
H 4.168 -3.502 2.482 -0.001 -0.001 -0.009 0.000
H 2.838 -3.918 4.467 -0.011 -0.002 0.018 0.000